Entry 1:
{"formula": "BH26O11", "method": "ωB97M-V/def2-TZVPD", "species": ["B", "H", "H", "H", "H", "O", "H", "H", "O", "H", "H", "O", "H", "H", "O", "H", "H", "O", "H", "H", "O", "H", "H", "O", "H", "H", "O", "H", "H", "O", "H", "H", "O", "H", "H", "O", "H", "H"], "coordinates": [[0.390921, -0.025789, -0.102105], [0.488921, 0.654211, -1.064105], [1.012921, 0.574211, 0.760895], [-0.823079, -0.227789, 0.330895], [0.994921, -1.047789, -0.313105], [0.737921, -2.389789, 2.456895], [0.576921, -1.679789, 1.791895], [1.803921, -2.243789, 2.793895], [-0.652079, 2.068211, 2.829895], [0.158921, 1.525211, 2.588895], [-0.539079, 2.344211, 3.769895], [-0.820079, -0.575789, -3.438105], [-1.491079, -1.119789, -3.510105], [-0.627079, -0.690789, -2.626105], [3.512921, 0.217211, -1.463105], [2.673921, 0.102211, -1.056105], [3.939921, -0.684789, -1.310105], [-0.628079, -3.987789, -1.754105], [-0.262079, -3.106789, -1.613105], [-1.325079, -3.873789, -1.203105], [-3.270079, 2.088211, -0.290105], [-3.184079, 2.961211, 0.372895], [-2.830079, 1.300211, 0.066895], [2.387921, 3.445211, 1.995895], [1.926921, 4.306211, 1.873895], [2.562921, 3.062211, 1.146895], [-0.049079, 3.211211, -2.041105], [0.548921, 3.782211, -1.445105], [-0.235079, 2.401211, -1.579105], [-1.625079, -3.029789, 0.837895], [-1.413079, -2.128789, 0.623895], [-1.682079, -2.966789, 1.809895], [-2.727079, 0.255211, 2.546895], [-3.546079, 0.819211, 2.727895], [-2.158079, 1.008211, 2.438895], [1.893921, -2.457789, -3.156105], [2.555921, -2.229789, -2.378105], [1.718921, -1.658789, -3.422105]], "forces_ev_per_angstrom": [[-0.8, -0.1, 1.1], [-0.3, 0.4, -0.8], [0.1, 0.1, 0.4], [1.1, 0.2, -0.6], [0.0, -0.6, -0.1], [4.5, 1.0, 1.4], [0.5, -0.5, 0.4], [-4.9, -0.4, -1.7], [1.3, -0.3, 0.7], [-1.3, 0.9, 0.3], [0.1, -0.5, -1.2], [2.6, 4.9, -8.0], [-5.5, -4.3, -1.4], [3.0, -0.5, 9.4], [2.4, -2.0, -0.3], [-1.7, 0.0, 0.7], [-0.7, 2.0, -0.3], [2.9, 0.3, -2.5], [1.0, -0.1, -0.5], [-3.8, -0.3, 3.0], [-0.2, 3.5, 2.0], [0.1, -4.2, -2.5], [0.2, 0.6, 0.5], [-0.4, 1.3, 1.0], [0.5, -1.2, -0.2], [-0.1, -0.2, -0.8], [1.5, 2.5, 0.7], [-1.5, -1.8, -1.3], [0.1, -0.7, 0.6], [-0.5, -0.5, 1.0], [0.3, 1.0, -0.5], [0.1, -0.3, -0.6], [-2.9, 1.1, 0.5], [1.0, -1.7, -0.3], [1.7, 0.4, -0.1], [4.0, -6.1, 5.0], [-2.1, -1.0, -2.3], [-2.0, 7.2, -2.7]], "mulliken_charge": [1.358, -0.406, -0.366, -0.624, -0.360, -0.695, 0.304, 0.289, -0.678, 0.317, 0.287, -0.545, 0.301, 0.176, -0.671, 0.265, 0.301, -0.610, 0.282, 0.324, -0.678, 0.310, 0.319, -0.631, 0.305, 0.310, -0.670, 0.287, 0.351, -0.668, 0.213, 0.292, -0.576, 0.342, 0.268, -0.596, 0.269, 0.306], "spin_multiplicity": 1, "de_lowest_kj_mol": 367.53, "total_charge": -1}

Entry 2:
{"formula": "BH28O12", "method": "ωB97M-V/def2-TZVPD", "species": ["B", "H", "H", "H", "H", "O", "H", "H", "O", "H", "H", "O", "H", "H", "O", "H", "H", "O", "H", "H", "O", "H", "H", "O", "H", "H", "O", "H", "H", "O", "H", "H", "O", "H", "H", "O", "H", "H", "O", "H", "H"], "coordinates": [[-62.302662, 20.848066, 9.315920], [-63.462313, 20.765482, 9.829356], [-62.172451, 22.123392, 9.061655], [-61.364224, 20.531242, 10.171605], [-62.446834, 20.112399, 8.310215], [-62.737198, 18.482712, 5.313307], [-63.049876, 19.145565, 5.915359], [-62.922726, 17.700174, 5.970418], [-58.403579, 18.623502, 10.045386], [-59.411507, 18.490994, 10.045545], [-58.044832, 18.705994, 9.108532], [-63.919638, 19.224673, 12.459824], [-64.351816, 19.510759, 11.579957], [-62.989094, 19.572198, 12.520514], [-63.972137, 21.456307, 6.025793], [-64.397968, 21.143533, 6.874911], [-63.074943, 21.496264, 6.610902], [-65.859425, 18.658629, 10.033703], [-66.047420, 19.470430, 10.594791], [-66.759196, 18.173585, 10.280909], [-62.432408, 17.346317, 9.914453], [-63.330954, 17.062243, 9.844006], [-62.533320, 18.314805, 10.143909], [-66.191459, 20.392528, 7.406677], [-66.829365, 20.985675, 7.603309], [-65.759536, 20.252800, 8.360165], [-61.221781, 21.323216, 13.109654], [-60.769238, 21.288912, 12.310095], [-60.831462, 22.008488, 13.535834], [-60.756464, 25.491172, 9.732085], [-60.438239, 26.167289, 10.389306], [-60.905451, 24.562076, 10.206564], [-62.677598, 23.871295, 11.452007], [-62.565443, 23.134969, 10.690765], [-63.229195, 23.547716, 12.237193], [-59.628326, 22.393354, 7.919499], [-60.320721, 21.769909, 8.414648], [-59.028307, 22.709891, 8.637345], [-66.075367, 20.845478, 11.107655], [-65.613160, 21.800309, 11.271538], [-66.795822, 21.006666, 11.538969]], "forces_ev_per_angstrom": [[-0.6, 0.7, 0.6], [0.7, 0.0, 0.2], [0.0, -1.2, 0.0], [-0.9, 0.0, -0.9], [0.7, 0.6, 0.4], [-0.5, -3.2, 2.0], [-0.3, 1.5, 0.1], [0.8, 1.7, -2.2], [-1.0, -0.2, -1.2], [2.3, 0.4, -0.6], [-1.4, -0.2, 1.8], [0.0, 0.8, -1.3], [1.7, -0.6, 2.1], [-1.5, -0.2, -0.6], [3.2, -0.5, 4.3], [-0.9, 0.3, -1.7], [-2.0, 0.4, -2.7], [-3.7, -1.2, 1.5], [1.0, -1.1, -1.2], [3.0, 0.9, -1.2], [0.7, 1.8, 0.4], [-1.0, -0.3, 0.0], [0.2, -1.4, -0.5], [4.5, -3.3, 2.5], [-3.4, 3.2, 0.7], [-1.3, -0.1, -2.9], [-2.7, -2.9, 0.3], [1.0, -0.4, -2.6], [1.6, 3.2, 2.3], [0.2, -1.7, 1.8], [-0.6, -1.6, -0.7], [0.5, 3.4, -1.1], [-0.5, -2.1, -0.7], [-0.8, 1.7, 2.7], [1.4, 0.0, -2.1], [-1.1, -1.5, 2.2], [2.0, 2.0, -1.4], [-0.8, -0.4, -0.8], [7.7, 4.2, -2.5], [-0.8, -3.6, -1.0], [-7.3, 0.9, 4.2]], "mulliken_charge": [1.011, -0.411, -0.299, -0.485, -0.312, -0.657, 0.324, 0.335, -0.682, 0.350, 0.317, -0.687, 0.304, 0.317, -0.720, 0.314, 0.392, -0.579, 0.321, 0.275, -0.650, 0.288, 0.238, -0.680, 0.262, 0.401, -0.552, 0.264, 0.261, -0.634, 0.297, 0.318, -0.686, 0.254, 0.271, -0.661, 0.337, 0.286, -0.529, 0.298, 0.191], "spin_multiplicity": 1, "de_lowest_kj_mol": 435.86, "total_charge": -1}

Entry 3:
{"formula": "BH3O", "method": "ωB97M-V/def2-TZVPD", "species": ["B", "O", "H", "H", "H"], "coordinates": [[-0.064808, -0.097513, -0.359329], [0.159710, 1.102801, 0.058357], [0.033789, -1.179355, 0.311937], [-0.203906, 0.029536, -1.503442], [-0.041958, 1.454128, 1.012508]], "forces_ev_per_angstrom": [[0.3, -3.3, 0.0], [-0.8, 4.5, 4.4], [-0.5, 1.4, -0.7], [-0.2, -1.1, -1.2], [1.1, -1.5, -2.5]], "mulliken_charge": [0.253, -0.446, -0.067, -0.075, 0.335], "smiles": "BO", "spin_multiplicity": 1, "de_lowest_kj_mol": 35.17, "total_charge": 0}

Entry 4:
{"formula": "BH3OS", "method": "ωB97M-V/def2-TZVPD", "species": ["B", "O", "S", "H", "H", "H"], "coordinates": [[-0.144519, -0.011113, -0.094556], [-0.156625, -1.399484, -0.376729], [0.746451, 0.535279, 1.311100], [-0.480464, 0.642613, -0.914319], [-0.480078, -1.598021, -1.221437], [0.515235, 1.830725, 1.295942]], "forces_ev_per_angstrom": [[0.9, -3.4, -0.3], [0.8, 1.9, 2.7], [0.6, -0.7, 1.4], [-1.2, 1.9, -1.7], [-0.8, -0.3, -1.8], [-0.3, 0.6, -0.3]], "mulliken_charge": [0.431, -0.526, -0.260, -0.083, 0.309, 0.128], "smiles": "OBS", "spin_multiplicity": 1, "de_lowest_kj_mol": 0.00, "total_charge": 0}

Entry 5:
{"formula": "BH3S3", "method": "ωB97M-V/def2-TZVPD", "species": ["B", "S", "S", "S", "H", "H", "H"], "coordinates": [[-0.047767, -0.061899, -0.316089], [-2.341201, 0.595694, -0.081956], [1.055958, 1.213603, -0.714820], [0.219008, -1.704284, 0.112508], [-2.505802, 0.691220, 1.259360], [2.123320, 0.875836, 0.137730], [1.496487, -1.610173, -0.396736]], "forces_ev_per_angstrom": [[-3.6, 1.0, 1.2], [2.3, -0.7, -0.5], [1.5, 1.2, 0.4], [0.9, -0.9, -0.3], [0.5, -0.1, -0.3], [-1.1, -0.1, -1.0], [-0.6, -0.4, 0.5]], "mulliken_charge": [0.475, -0.403, -0.259, -0.194, 0.114, 0.142, 0.125], "spin_multiplicity": 1, "de_lowest_kj_mol": 147.77, "total_charge": 0}

Entry 6:
{"formula": "Be3F4NO4S2", "method": "ωB97M-V/def2-TZVPD", "species": ["Be", "Be", "Be", "F", "F", "N", "S", "O", "O", "F", "S", "O", "O", "F"], "coordinates": [[16.786350, -12.952886, 6.006476], [16.853640, -12.574023, 10.460852], [15.645956, -9.806384, 7.964357], [14.982426, -11.350667, 6.212507], [17.133886, -11.676831, 8.157916], [18.425894, -14.184717, 6.810180], [19.631654, -13.503796, 7.859492], [20.954223, -14.029195, 7.797354], [19.089025, -13.141335, 9.147874], [19.682662, -12.108805, 7.065159], [18.996897, -15.592862, 6.860426], [19.293798, -16.192336, 8.170940], [19.854808, -15.889658, 5.722942], [17.680040, -16.389334, 6.533474]], "forces_ev_per_angstrom": [[0.9, -0.1, 1.7], [2.2, -0.5, -2.0], [0.4, -3.1, -2.8], [2.6, 0.3, 2.0], [-2.4, 1.3, 1.3], [-1.4, 6.4, 1.5], [1.3, 3.6, -1.5], [-1.8, 0.3, 0.0], [-1.3, -0.2, 1.3], [-0.3, -1.2, 0.8], [1.2, -11.6, -2.0], [-0.3, 2.8, -1.7], [-0.9, 1.2, 1.9], [-0.2, 0.8, -0.4]], "mulliken_charge": [1.188, 1.428, 1.475, -0.516, -0.545, -0.015, 1.073, -0.320, -0.461, -0.230, 0.990, -0.427, -0.406, -0.231], "spin_multiplicity": 1, "energy_ev": -43375.507, "total_charge": 3}

Entry 7:
{"formula": "Br2CuF18P3", "method": "ωB97M-V/def2-TZVPD", "species": ["Cu", "Br", "Br", "P", "F", "F", "F", "F", "F", "F", "P", "F", "F", "F", "F", "F", "F", "P", "F", "F", "F", "F", "F", "F"], "coordinates": [[1.998890, -10.316050, -7.230340], [2.005420, -11.723560, -4.899620], [-0.430400, -9.252850, -7.617710], [4.265980, -10.098170, -9.351520], [5.505880, -9.467310, -8.546360], [4.531240, -9.030700, -10.610190], [5.185020, -11.289750, -9.910160], [2.965020, -10.598760, -10.121880], [3.894380, -11.057900, -8.156490], [3.285660, -9.022390, -8.516610], [3.835430, -8.045360, -5.037680], [3.561300, -9.009800, -3.752320], [5.377080, -8.175260, -4.682220], [4.033550, -9.243980, -6.112530], [4.102760, -7.041710, -6.314970], [2.234010, -8.248100, -5.421480], [3.611440, -6.767350, -3.965380], [0.562260, -13.114930, -9.194680], [1.497560, -11.847880, -8.689110], [0.969520, -12.995340, -10.736530], [1.922740, -13.943160, -8.843510], [-0.378660, -14.444870, -9.497280], [0.278500, -13.279030, -7.501330], [-0.752360, -12.134240, -9.463730]], "forces_ev_per_angstrom": [[-0.8, 0.8, -0.8], [0.0, 0.3, -0.4], [1.5, -0.6, 0.4], [0.4, 2.0, -1.4], [0.0, -0.2, -0.4], [0.1, -1.1, 1.3], [0.1, 0.6, -0.8], [0.3, 0.0, -0.7], [-0.3, -1.9, 2.5], [-0.5, 0.7, -0.8], [-0.6, 0.5, -0.3], [-0.4, -0.8, -0.3], [0.7, 0.9, 0.0], [0.2, -1.4, 0.5], [-0.5, 0.0, 1.7], [0.2, 1.2, 0.5], [0.0, -0.9, -1.8], [-0.5, -0.5, 2.1], [-0.9, 1.2, -0.6], [0.0, 0.1, 0.6], [-0.6, -1.2, -1.1], [1.1, 1.0, 0.4], [-1.1, 0.1, -1.5], [1.6, -1.1, 0.8]], "mulliken_charge": [1.110, 0.044, -0.381, 1.302, -0.353, -0.399, -0.388, -0.332, -0.385, -0.460, 1.179, -0.365, -0.378, -0.268, -0.349, -0.358, -0.380, 1.137, -0.123, -0.327, -0.357, -0.361, -0.440, -0.367], "spin_multiplicity": 3, "energy_ev": -261525.405, "total_charge": -2}

Entry 8:
{"formula": "Br2H2N2S", "method": "ωB97M-V/def2-TZVPD", "species": ["N", "N", "S", "Br", "Br", "H", "H"], "coordinates": [[1.528617, -0.012406, -1.388997], [-1.481308, 1.436408, 1.161641], [-2.507717, 0.423676, 0.926261], [1.004796, -0.256169, 0.352135], [-2.478799, -1.212882, 2.561610], [2.428631, 0.515048, -1.702997], [1.505781, -0.893676, -1.909652]], "forces_ev_per_angstrom": [[1.4, 0.8, -2.7], [-1.0, -0.6, -0.4], [1.0, 0.8, 0.5], [0.8, 0.0, 0.1], [-0.1, -0.2, 0.0], [-2.0, -1.3, 1.9], [0.0, 0.4, 0.6]], "mulliken_charge": [-0.501, -0.162, 0.339, -0.002, -0.189, 0.253, 0.262], "spin_multiplicity": 1, "de_lowest_kj_mol": 43.42, "total_charge": 0}

Entry 9:
{"formula": "Br2H4Si2", "method": "ωB97M-V/def2-TZVPD", "species": ["Si", "Si", "Br", "Br", "H", "H", "H", "H"], "coordinates": [[-0.179316, 0.077873, 0.521865], [1.907889, -0.059062, -0.447818], [3.008475, 1.861543, -0.049170], [3.093861, -1.884067, 0.149257], [-0.543939, -1.262280, 0.749705], [0.015571, 0.844838, 1.792730], [-0.930145, 0.581554, -0.734679], [1.582230, -0.197256, -2.148613]], "forces_ev_per_angstrom": [[0.6, 1.2, -0.9], [-0.1, -0.3, -2.6], [-0.1, -0.5, -0.2], [-0.2, 0.6, -0.1], [-0.6, -1.3, 0.4], [-0.5, 0.0, -0.5], [0.2, 0.0, 1.3], [0.8, 0.2, 2.6]], "mulliken_charge": [0.305, 0.338, -0.218, -0.223, -0.094, -0.056, -0.039, -0.012], "smiles": "[SiH3][SiH](Br)Br", "spin_multiplicity": 1, "de_lowest_kj_mol": 70.59, "total_charge": 0}

Entry 10:
{"formula": "Br2H4Si2", "method": "ωB97M-V/def2-TZVPD", "species": ["Si", "Si", "Br", "Br", "H", "H", "H", "H"], "coordinates": [[-1.092247, 0.309668, -0.497416], [0.851529, -0.223851, 0.696155], [1.869666, -2.083807, -0.139192], [2.538647, 2.178148, -0.062485], [-1.114170, 0.264745, -1.992634], [-1.682871, -1.107173, -0.022738], [-1.949893, 1.385198, -0.085083], [0.579338, -0.722928, 2.103390]], "forces_ev_per_angstrom": [[-0.4, -2.4, -0.3], [1.2, 0.4, -0.9], [-0.4, 1.2, 0.3], [-1.4, -2.1, 0.9], [0.5, 0.0, 0.5], [0.3, 1.4, -0.4], [-0.2, 0.6, 0.5], [0.4, 0.9, -0.5]], "mulliken_charge": [0.345, 0.401, -0.143, -0.422, -0.046, -0.051, -0.078, -0.007], "spin_multiplicity": 1, "de_lowest_kj_mol": 229.34, "total_charge": 0}